[1]
A molecular structure, C43H60N5O5SbSiYb at a distorted geometry. Source: the Open Molecules 2025 dataset; level of theory: the ωB97M-V functional and the def2-TZVPD basis.

Last column: Mulliken charge in e.
Atoms and positions in Å:
Yb 12.71 10.20 12.40  0.323
Sb 8.96 10.22 10.02  0.633
Si 14.22 8.60 15.15  0.653
O 13.25 13.19 11.33  -0.451
O 12.77 11.83 11.07  0.051
O 10.67 7.40 15.01  -0.596
O 14.60 9.97 10.90  1.652
O 11.74 8.60 10.80  -0.311
N 11.31 8.32 12.94  0.722
N 13.47 12.43 13.71  1.259
N 11.26 11.19 14.01  2.534
N 12.79 12.69 14.92  -1.420
N 14.33 9.10 13.49  0.954
C 12.95 9.39 16.26  -1.456
C 9.05 10.92 15.02  -0.532
C 8.75 12.91 11.57  -1.561
C 15.51 11.41 9.13  0.108
C 8.52 11.21 7.03  -1.720
C 16.64 8.60 10.60  -0.955
C 16.26 7.61 13.17  -1.491
C 14.89 12.44 13.87  0.552
C 7.47 7.86 8.40  -1.935
C 15.57 9.04 11.38  0.721
C 17.08 12.46 12.94  -0.413
C 11.60 12.13 14.94  -0.005
C 10.56 12.11 8.37  -1.976
C 15.06 10.86 6.87  -0.695
C 10.56 6.50 11.60  -0.798
C 17.31 7.12 12.37  -1.319
C 7.24 12.78 9.57  -1.546
C 6.74 8.21 10.75  -1.649
C 16.83 12.35 15.28  -0.176
C 14.70 10.35 9.58  -0.489
C 15.67 11.69 7.82  -0.512
C 15.89 9.00 16.06  -1.077
C 17.71 12.29 14.18  -1.156
C 5.91 9.70 8.86  -2.166
C 15.39 8.65 12.72  0.756
C 14.03 9.58 8.63  0.101
C 10.52 9.80 7.52  -1.893
C 9.34 11.93 15.94  -1.097
C 10.67 7.42 13.81  -0.156
C 13.02 13.52 12.65  -0.500
C 17.53 7.64 11.12  -0.755
C 15.49 12.44 15.14  -0.857
C 6.65 11.44 11.63  -2.305
C 7.82 11.97 10.79  2.169
C 15.70 12.52 12.74  -1.266
C 10.55 12.52 15.90  -1.349
C 9.97 10.65 14.11  -0.765
C 10.01 6.33 13.02  -0.637
C 9.62 10.90 8.09  2.091
C 11.27 7.86 11.72  0.350
C 14.27 9.81 7.26  -0.640
C 7.12 9.00 9.43  1.616
C 13.97 6.65 15.33  -1.599
H 10.38 5.36 13.54  0.259
H 13.11 8.85 17.21  0.485
H 8.14 10.32 15.00  0.537
H 15.29 12.67 11.83  1.298
H 11.89 13.73 12.78  0.158
H 7.88 12.06 7.20  0.327
H 16.14 7.16 14.12  0.484
H 8.92 6.35 13.02  0.259
H 18.29 7.28 10.41  0.320
H 11.02 10.15 6.57  0.482
H 5.05 8.97 8.99  0.425
H 15.27 10.95 5.76  0.259
H 17.26 12.40 16.25  0.456
H 5.99 7.48 10.52  0.660
H 11.92 9.46 16.04  0.283
H 8.13 13.66 12.16  0.415
H 16.37 12.46 7.52  0.443
H 13.76 9.14 6.57  0.454
H 7.80 10.39 7.08  0.158
H 6.92 12.14 8.71  0.165
H 5.60 10.56 9.37  0.429
H 11.44 5.86 11.45  0.358
H 11.13 12.40 7.50  0.505
H 6.01 12.25 11.90  0.604
H 14.86 12.44 15.99  0.494
H 6.42 13.50 9.83  0.307
H 9.81 9.86 13.40  -0.049
H 13.17 10.42 16.47  0.443
H 16.89 9.12 9.66  0.324
H 11.36 11.93 9.09  0.375
H 15.85 10.10 16.21  0.075
H 15.84 8.50 17.07  0.359
H 15.92 12.13 9.92  -0.096
H 7.72 7.78 11.16  0.128
H 8.62 12.25 16.66  0.451
H 10.12 13.02 8.80  0.115
H 13.38 8.77 8.99  0.356
H 8.93 11.28 6.03  0.482
H 14.10 6.15 14.41  0.438
H 9.90 6.47 10.74  0.297
H 6.27 8.85 11.52  0.270
H 16.77 8.62 15.47  0.369
H 6.78 7.08 8.48  0.646
H 18.01 6.46 12.84  0.392
H 14.63 6.14 16.08  0.321
H 17.66 12.54 12.00  0.285
H 7.40 8.22 7.34  0.315
H 9.91 8.96 7.39  0.414
H 8.51 7.58 8.48  0.186
H 6.10 10.02 7.89  0.463
H 18.74 12.26 14.21  0.557
H 10.85 13.27 16.59  0.518
H 9.49 12.43 12.24  0.156
H 13.56 14.42 12.96  0.383
H 9.28 13.53 10.84  0.374
H 8.09 13.33 9.08  0.331
H 11.25 9.49 8.29  0.175
H 6.93 11.01 12.57  0.077
H 12.97 6.51 15.71  0.445
H 6.02 10.75 11.15  0.584

Output
calculated total energy: -109198.706 eV
HOMO: -4.351 eV
frontier orbital gap: 6.702 eV
spin multiplicity: 2
charge: -1

=====

[2]
A molecular structure, C43H60N7O5STi at a distorted geometry. Source: the Open Molecules 2025 dataset; level of theory: the ωB97M-V functional and the def2-TZVPD basis.

Last column: Mulliken charge in e.
Atoms and positions in Å:
Ti -0.53 0.51 1.51  -0.781
S 2.96 -0.10 4.30  -0.502
O 1.04 0.63 0.60  1.521
O -1.92 2.16 4.05  -0.769
O -0.38 3.21 -0.86  -0.240
O -1.97 -1.60 0.12  -0.648
O -0.54 2.30 1.76  -0.342
N -2.57 0.55 2.50  0.898
N -0.84 -1.30 0.90  0.658
N -4.03 -1.11 1.74  -0.409
N -0.18 -0.78 -2.17  1.181
N -4.80 1.01 2.50  0.226
N 0.46 -0.11 3.09  -0.096
N 0.16 -2.19 0.60  0.809
C 2.74 -4.08 2.45  -0.669
C 2.80 4.22 3.24  -0.876
C 3.30 1.22 0.17  -2.307
C -3.66 -0.01 -2.92  -1.717
C -1.43 0.37 -3.89  0.416
C -2.74 1.63 3.33  0.219
C 1.53 4.56 3.69  -0.764
C 0.33 -0.54 -5.84  -0.537
C -2.18 -4.36 2.70  -1.811
C 4.30 -2.00 1.16  -1.608
C 0.41 3.92 3.18  -0.438
C -1.69 -2.68 4.53  -1.898
C -0.66 4.50 -0.37  -0.308
C 3.54 -3.62 -0.58  -1.659
C 2.15 -3.22 1.53  0.542
C 1.99 -1.37 -4.17  1.760
C 0.08 -3.33 2.82  0.658
C -0.82 0.12 -6.22  -1.587
C 2.05 -4.55 3.54  -1.540
C 0.79 -2.89 1.67  -0.237
C 2.95 3.23 2.30  -0.913
C 1.51 2.79 -2.34  -0.885
C -2.83 2.34 -3.12  -1.620
C 0.05 3.19 -2.22  0.688
C 0.37 -2.65 -0.68  -1.519
C -1.67 0.60 -5.24  -0.948
C 0.74 -4.14 3.73  -0.630
C 0.53 2.88 2.25  0.551
C -6.21 0.82 2.40  -1.178
C 1.99 1.44 0.87  2.002
C -4.23 2.03 3.33  -0.590
C 2.17 -2.79 -4.70  -1.698
C -0.31 -0.42 -3.50  -0.108
C 0.16 -2.03 -1.91  -0.879
C 3.09 -0.47 -4.73  -1.633
C 1.84 2.51 1.80  -0.313
C -3.83 0.07 2.20  -0.242
C 0.62 -0.80 -4.50  0.875
C 1.54 -0.07 3.58  0.604
C -2.42 0.89 -2.88  2.059
C -1.40 -3.09 3.08  2.308
C 3.07 -2.61 0.48  2.657
C 0.56 5.38 -0.15  -1.104
H -0.12 4.17 -2.68  0.664
H 3.67 4.72 3.63  0.400
H 0.23 6.34 0.25  0.413
H -1.99 -4.61 1.65  0.367
H 1.24 4.92 0.56  0.119
H 2.13 3.44 -1.73  0.319
H 4.05 0.89 0.89  0.629
H 3.17 -3.16 -4.47  0.408
H -3.40 -1.02 -2.62  0.385
H -1.75 -2.28 2.47  -0.910
H -6.44 0.11 1.61  0.360
H 1.41 5.32 4.45  0.383
H -1.04 0.27 -7.27  0.368
H 3.14 -0.54 -5.82  0.357
H -6.66 0.45 3.34  0.292
H -2.75 -1.50 0.76  0.117
H -2.72 -2.34 4.60  0.339
H 2.91 0.57 -4.47  0.303
H 1.09 5.57 -1.09  0.381
H -4.36 3.04 2.91  0.296
H -0.58 4.18 3.53  0.440
H 3.94 2.95 1.96  0.352
H 0.70 -3.68 -0.70  0.741
H -1.04 -1.86 4.82  0.417
H -6.69 1.77 2.14  0.335
H 2.04 -2.82 -5.79  0.344
H -1.36 5.01 -1.05  0.558
H -1.87 -5.21 3.31  0.353
H 2.53 -5.21 4.25  0.350
H -5.01 -1.35 1.63  0.066
H 4.96 -2.78 1.55  0.489
H 1.44 -3.48 -4.26  0.394
H -3.25 -4.20 2.83  0.444
H -3.38 2.72 -2.25  0.407
H 0.22 -4.49 4.61  0.288
H -4.44 0.36 -2.25  0.479
H -0.57 2.45 -2.75  -1.223
H 1.83 2.88 -3.38  0.579
H -1.17 4.33 0.58  0.060
H 4.07 -0.76 -4.33  0.448
H 2.10 -1.39 -3.08  -0.616
H 1.63 1.76 -2.01  -0.313
H 3.78 -4.37 2.32  0.311
H -3.48 2.43 -4.00  0.433
H 4.88 -1.42 0.44  0.422
H 0.26 -2.71 -2.76  0.402
H 2.53 -1.80 -0.02  -1.375
H -1.96 0.82 -1.89  -0.888
H -4.63 2.02 4.35  0.263
H 4.00 -1.36 1.99  0.051
H 4.24 -3.14 -1.26  0.454
H -1.96 2.98 -3.27  0.481
H 3.16 0.46 -0.59  -0.034
H 3.66 2.14 -0.29  0.512
H 1.03 -0.86 -6.60  0.273
H 4.05 -4.46 -0.09  0.329
H -4.07 -0.05 -3.94  0.296
H 2.71 -4.02 -1.16  0.281
H -2.56 1.15 -5.54  0.328
H -1.56 -3.50 5.24  0.449

Output
calculated total energy: -100185.971 eV
HOMO (alpha / beta): -3.550 / -4.555 eV
frontier orbital gap (alpha / beta): 5.851 / 6.539 eV
spin multiplicity: 3
charge: -1

=====

[3]
A molecular structure, C43H61BF2N9O2S3Tl at a distorted geometry. Source: the Open Molecules 2025 dataset; level of theory: the ωB97M-V functional and the def2-TZVPD basis.

Last column: Mulliken charge in e.
Atoms and positions in Å:
Tl -1.10 2.68 -0.01  0.886
S -1.81 0.40 2.18  -0.583
S -0.13 0.58 -2.37  -0.138
S 1.95 2.54 0.73  -0.503
F 1.84 4.42 -3.44  -0.310
F 1.10 6.07 -2.24  -0.313
O -3.54 4.84 0.90  -0.975
O -1.41 4.04 2.41  -0.590
N -1.88 4.61 -3.31  -0.441
N 1.31 0.24 1.91  0.452
N -0.24 -1.34 0.86  1.046
N 2.95 -0.53 -0.11  0.015
N 1.30 -0.63 2.93  0.100
N -4.42 6.27 -0.63  0.263
N 0.10 -2.55 0.38  -0.606
N 1.66 -0.38 -0.48  0.733
N -2.67 4.77 -1.18  0.057
C -1.41 -1.15 1.59  1.954
C -2.24 -2.25 1.81  -0.186
C -3.26 -2.64 -5.72  -0.424
C -1.58 -0.16 -1.70  0.127
C 3.91 -0.63 -0.99  -0.032
C 2.36 -0.26 -2.77  1.366
C -4.27 -2.55 -4.78  -0.784
C -2.05 -0.95 -4.52  0.275
C -1.00 -6.07 0.16  -2.178
C 2.05 1.04 4.43  -0.627
C 1.78 1.53 2.08  1.296
C -3.50 5.24 -0.28  0.074
C 1.03 4.71 -2.39  1.998
C -3.54 -2.07 2.53  -2.031
C 2.04 -1.01 6.55  -2.323
C -1.84 -3.51 1.34  -0.654
C 2.45 3.39 3.62  -1.954
C -0.65 -3.60 0.63  -0.102
C 2.95 -2.33 4.62  -1.635
C -2.14 -1.84 -5.58  -1.049
C 5.24 -2.34 0.17  -1.604
C -3.05 -0.86 -3.56  -0.360
C -4.17 -1.67 -3.72  -0.437
C 6.41 -0.81 -1.41  -2.316
C -3.59 6.28 -2.83  -1.128
C 3.66 -0.55 -2.37  -1.086
C -5.33 6.74 0.38  -0.991
C 1.05 -5.20 1.32  -1.545
C 1.78 -1.45 5.10  2.375
C 5.28 -0.92 -0.39  2.293
C 5.53 0.06 0.76  -1.483
C 0.01 -4.92 0.23  2.196
C 2.08 0.02 -4.22  -1.969
C -4.00 0.00 -1.38  -2.673
C 2.10 1.95 3.38  0.095
C -2.89 0.14 -2.42  3.638
C 0.72 -4.76 -1.11  -1.570
C 1.68 -0.28 4.14  -0.234
C -4.42 6.77 -1.90  0.034
C 1.33 -0.21 -1.83  -0.064
C 0.49 -2.28 5.04  -1.435
C -2.99 1.55 -3.02  -1.799
C -2.68 5.19 -2.48  0.549
B 0.78 -0.31 0.67  -2.269
H -3.88 -3.01 2.97  0.463
H -4.02 -1.00 -0.96  0.509
H 1.57 -6.14 1.13  0.500
H -0.35 -1.71 5.44  0.355
H 4.45 -0.66 -3.10  0.333
H 3.08 -3.19 5.27  0.432
H -4.98 0.24 -1.80  0.629
H -4.76 7.03 1.27  0.290
H -3.42 -1.32 3.31  0.366
H -1.42 -6.28 1.14  0.336
H 6.19 -2.61 0.63  0.411
H 2.99 -0.49 6.62  0.393
H 1.44 4.24 -1.48  -0.656
H 6.41 0.17 -1.89  0.463
H -0.50 -6.98 -0.19  0.445
H -3.95 1.69 -3.52  0.561
H 2.30 1.36 5.43  0.469
H 6.33 -1.57 -2.18  0.356
H 2.88 3.52 4.61  0.407
H -1.80 -5.83 -0.53  0.442
H 2.08 -1.88 7.20  0.412
H -3.33 -3.34 -6.54  0.370
H -1.17 -0.33 -4.42  0.251
H -3.82 0.70 -0.56  0.212
H 1.36 -3.89 -1.08  0.140
H -5.11 7.58 -2.09  0.252
H 3.88 -1.76 4.62  0.350
H 4.45 -2.40 0.92  0.202
H 1.55 3.99 3.54  0.246
H 0.27 -2.52 4.00  0.056
H 1.33 -5.65 -1.33  0.463
H 2.93 -0.25 -4.84  0.393
H 5.01 -3.06 -0.62  0.366
H 0.00 -4.62 -1.92  0.385
H 2.75 -2.67 3.61  0.218
H -1.66 0.00 -0.64  -0.937
H 1.20 -0.54 -4.55  0.221
H -0.01 4.43 -2.63  -0.605
H 0.59 -3.20 5.61  0.458
H -2.47 -4.36 1.54  0.353
H 1.87 1.08 -4.35  0.343
H -4.29 -1.70 1.84  0.279
H -3.57 6.68 -3.84  0.305
H 5.59 1.08 0.38  0.380
H -5.16 -3.17 -4.88  0.349
H 4.70 0.01 1.45  0.065
H -2.19 4.41 1.94  0.407
H -1.96 4.98 -4.25  0.065
H 7.37 -0.94 -0.91  0.434
H -6.01 5.94 0.68  0.255
H -5.90 7.59 0.01  0.317
H -1.71 3.21 2.80  0.300
H -4.98 -1.63 -3.01  0.352
H -2.90 2.30 -2.23  -0.051
H 1.24 -0.35 6.89  0.465
H -1.33 -1.90 -6.30  0.376
H 3.15 3.74 2.86  0.342
H -2.19 1.74 -3.73  0.380
H 6.46 -0.17 1.28  0.445
H 0.57 -5.26 2.30  0.312
H 1.77 -4.39 1.35  0.151

Output
calculated total energy: -106398.757 eV
HOMO (alpha / beta): -0.029 / 0.001 eV
frontier orbital gap (alpha / beta): 4.014 / 3.992 eV
charge: -2

=====

[4]
A molecular structure, C43H61BrN10O3PS2Ta at a distorted geometry. Source: the Open Molecules 2025 dataset; level of theory: the ωB97M-V functional and the def2-TZVPD basis.

Last column: Mulliken charge in e.
Atoms and positions in Å:
Ta 0.57 -0.28 0.46  -1.133
Br -3.72 -3.82 0.26  -0.171
S 1.00 3.69 -2.87  -0.039
S 1.63 1.75 -0.84  -0.465
P 1.61 1.41 3.27  -1.153
O -0.15 -2.11 2.49  -0.397
O -1.01 -1.07 -1.10  -0.420
O -0.55 -2.87 0.07  -0.593
N 0.26 -0.02 -3.71  0.458
N -2.06 -0.09 1.42  0.823
N 3.02 2.26 3.03  0.504
N 0.62 2.57 3.91  0.759
N -1.23 1.50 -0.59  1.066
N -0.90 2.35 -1.61  -1.735
N 1.98 0.33 4.45  0.715
N 1.07 -0.69 -2.87  0.301
N 2.08 -1.30 0.42  1.762
N 0.91 0.72 2.07  0.772
C 2.45 -4.03 1.41  -1.433
C -4.32 0.18 0.71  -0.825
C -3.05 -3.84 -1.52  0.284
C 0.38 2.54 -1.69  0.321
C 1.04 3.71 4.73  -0.608
C -2.45 1.20 -0.55  -0.647
C 4.49 -1.05 0.14  0.724
C 3.59 -3.09 1.10  1.360
C -1.53 2.91 5.05  -1.007
C 3.00 3.36 2.05  -0.128
C -0.46 0.21 -6.08  -1.408
C 2.76 -2.48 -3.11  -1.087
C 3.37 -1.81 0.55  0.211
C 0.04 4.85 4.54  -0.997
C -4.78 -0.49 1.82  -0.598
C 1.33 -1.38 -5.01  -1.339
C 1.74 -1.53 -3.66  0.465
C -1.12 -2.31 -0.88  0.564
C -1.51 -3.10 -3.20  0.166
C 4.27 1.49 2.98  0.650
C -1.92 -3.11 -1.87  -0.748
C 4.90 -3.53 1.32  -0.855
C 1.66 -2.01 5.09  -0.499
C 0.37 -0.40 -5.00  0.863
C 1.82 -1.56 6.57  -0.837
C -3.87 -0.94 2.75  -1.516
C -0.50 4.58 -3.35  -0.832
C 2.73 -0.34 6.69  -1.036
C 5.99 -2.76 0.99  -0.955
C -1.35 4.44 5.08  -0.594
C 2.38 -1.05 4.15  1.814
C -2.52 -0.72 2.51  0.069
C 4.29 0.25 -0.59  0.353
C 2.23 0.81 5.82  -0.272
C -3.31 -4.58 -3.78  -0.567
C -0.84 2.32 3.83  0.120
C 4.13 4.33 2.35  -0.983
C -2.96 0.38 0.55  0.764
C 5.47 3.60 2.30  -0.706
C 5.77 -1.53 0.38  -0.939
C -2.19 -3.84 -4.15  -0.762
C 5.46 2.40 3.26  -1.308
C -3.75 -4.57 -2.47  -0.537
H -0.38 0.66 -3.32  -0.106
H 1.70 -1.93 -5.87  0.463
H 5.24 0.61 -0.99  0.625
H 3.13 2.98 1.04  -0.217
H -2.13 4.91 4.47  0.355
H 5.65 3.24 1.28  0.209
H -1.11 2.47 5.95  0.268
H 2.70 -5.04 1.08  0.599
H 1.29 1.19 6.25  0.117
H 5.04 -4.52 1.75  0.482
H -0.52 -2.62 1.74  0.411
H -1.48 4.80 6.10  0.341
H 3.77 -2.11 -3.26  0.310
H -5.85 -0.66 1.97  0.422
H 0.69 -2.53 2.67  -0.125
H -4.63 -5.13 -2.17  0.414
H -0.71 5.38 -2.64  0.273
H 6.38 1.83 3.17  0.399
H 2.61 -2.62 -2.04  -0.079
H 2.15 -1.25 3.10  -2.304
H 5.39 2.77 4.29  0.365
H 0.85 -1.31 6.99  0.348
H 2.06 -3.02 4.94  0.580
H 4.12 5.15 1.63  0.435
H 2.22 -2.38 7.17  0.368
H 2.04 4.02 4.43  0.344
H -3.15 1.58 -1.30  0.239
H 2.76 0.01 7.73  0.464
H 2.26 -4.09 2.49  0.092
H -1.49 -0.16 -6.05  0.272
H -1.33 3.88 -3.39  0.240
H -5.00 0.58 -0.04  0.506
H -1.76 -1.08 3.20  0.304
H 3.57 0.14 -1.40  -0.102
H -0.63 -2.52 -3.47  0.534
H -0.49 1.30 -5.99  0.312
H -1.26 2.76 2.92  0.117
H -1.85 -3.84 -5.18  0.443
H 2.95 1.63 5.83  0.353
H 2.03 3.86 2.08  0.472
H 2.68 -3.45 -3.60  0.418
H 3.47 -1.18 4.26  0.473
H 3.76 -0.60 6.42  0.387
H 6.29 4.27 2.56  0.470
H -0.05 -0.03 -7.06  0.375
H -0.02 5.08 3.48  0.247
H 7.00 -3.11 1.18  0.406
H -4.18 -1.46 3.65  0.513
H 6.62 -0.92 0.08  0.451
H 1.09 3.45 5.79  0.316
H 4.40 1.01 2.00  -0.500
H -2.59 2.65 5.03  0.408
H 3.89 1.03 0.07  -0.797
H 0.60 -2.03 4.82  -0.035
H 3.99 4.77 3.35  0.262
H -0.29 4.99 -4.33  0.367
H 4.24 0.70 3.73  0.132
H -1.02 1.25 3.77  -0.066
H 0.40 5.74 5.05  0.481
H -3.85 -5.16 -4.52  0.376
H 1.55 -3.73 0.88  0.013

Output
calculated total energy: -169183.623 eV
HOMO: -7.174 eV
frontier orbital gap: 7.031 eV